Formula: C36H39N4O2RuSSb2
Source: the OMol25 dataset
Level of theory: ωB97M-V/def2-TZVPD

Calculated values
HOMO energy (alpha / beta) ... -15.6 / -15.6 eV
LUMO (alpha / beta) ... -8.62 / -10.74 eV
Gap between HOMO and LUMO (alpha / beta) ... 6.97 / 4.85 eV

Structure (ORCA input):
```
! RIJCOSX wB97M-V def2-TZVPD def2/J DEFGRID3
* xyz 3 5
Ru -0.214 0.559 0.482
C -3.522 0.889 2.655
O -2.176 1.189 2.252
C -1.620 2.343 2.735
C -2.305 3.451 3.196
C -1.584 4.564 3.613
C -0.196 4.570 3.598
C 0.497 3.450 3.163
C -0.220 2.351 2.723
N 0.365 1.116 2.304
N 0.885 0.448 3.234
C 1.313 -0.819 3.189
C 1.200 -1.679 2.010
O 0.603 -1.312 0.937
C 1.779 -2.969 2.095
C 2.353 -3.425 3.241
C 2.390 -2.645 4.433
C 2.926 -3.146 5.618
C 2.926 -2.372 6.775
C 2.387 -1.089 6.760
C 1.860 -0.568 5.593
C 1.855 -1.334 4.410
H -3.687 -0.155 2.402
H -4.239 1.518 2.126
H -3.633 1.020 3.731
H -3.386 3.459 3.235
H -2.115 5.437 3.967
H 0.348 5.443 3.929
H 1.579 3.424 3.173
H 1.736 -3.601 1.221
H 2.781 -4.421 3.260
H 3.341 -4.146 5.631
H 3.352 -2.769 7.687
H 2.385 -0.498 7.665
H 1.443 0.428 5.578
C 2.761 -3.686 -1.600
Sb 0.613 -3.533 -1.772
C 0.107 -5.578 -1.271
C 0.570 -3.849 -4.025
C 1.243 -2.773 -4.700
C 2.478 -3.035 -5.331
C 3.082 -2.093 -6.122
C 2.490 -0.829 -6.272
C 1.312 -0.527 -5.615
C 0.670 -1.462 -4.804
C -0.590 -1.101 -4.135
Sb -0.622 0.115 -2.238
C -0.430 1.996 -3.280
C -2.761 -0.153 -2.317
H 3.025 -4.742 -1.573
H 3.132 -3.191 -0.705
H 3.213 -3.221 -2.474
H 1.017 -6.162 -1.141
H -0.475 -5.992 -2.093
H -0.492 -5.625 -0.364
H -0.495 -3.960 -4.215
H 1.092 -4.803 -4.102
H 2.908 -4.026 -5.245
H 3.994 -2.335 -6.651
H 2.962 -0.087 -6.903
H 0.869 0.454 -5.736
H -1.211 -1.957 -3.886
H -1.156 -0.391 -4.735
H -1.282 2.632 -3.039
H -0.419 1.808 -4.351
H 0.490 2.504 -2.998
H -3.249 0.815 -2.375
H -3.110 -0.687 -1.436
H -3.007 -0.731 -3.206
N 1.608 3.167 -0.217
C 0.295 3.432 -0.311
N -0.641 2.521 -0.103
C -1.921 3.053 -0.319
C -3.132 2.384 -0.177
C -4.307 3.057 -0.464
C -4.289 4.385 -0.885
C -3.093 5.071 -1.007
C -1.921 4.395 -0.712
S -0.277 4.994 -0.776
H 1.920 2.266 0.096
H 2.296 3.884 -0.373
H -3.134 1.356 0.152
H -5.254 2.542 -0.373
H -5.220 4.883 -1.115
H -3.064 6.103 -1.331
*
```

Calculated atomic charges, method Mulliken, unit e: 0.456, -1.168, 0.192, 0.633, -0.798, -0.804, -0.900, -0.302, -0.106, 1.191, -0.836, -0.079, 1.722, -0.523, -0.834, -1.071, 0.723, -0.742, -0.571, -0.810, -0.527, 0.427, 0.259, 0.392, 0.458, 0.527, 0.476, 0.498, 0.536, 0.260, 0.463, 0.473, 0.437, 0.460, 0.536, -1.281, 0.897, -1.314, -1.773, 1.045, -0.698, -0.738, -0.650, -0.698, 0.900, -1.679, 0.533, -1.226, -1.414, 0.417, 0.404, 0.403, 0.386, 0.462, 0.376, 0.635, 0.606, 0.479, 0.445, 0.456, 0.401, 0.571, 0.871, 0.339, 0.577, 0.367, 0.336, 0.348, 0.612, -0.235, -0.390, 1.816, -0.963, -0.851, -1.835, -0.869, -0.553, 1.477, -0.274, 0.027, 0.257, 1.412, 0.536, 0.478, 0.520



Formula: C36H40BN12O2Ti
Source: the OMol25 dataset
Level of theory: ωB97M-V/def2-TZVPD

Calculated values
HOMO energy (alpha / beta) ... -17.5 / -17.5 eV
LUMO (alpha / beta) ... -11.81 / -13.59 eV
Gap between HOMO and LUMO (alpha / beta) ... 5.65 / 3.87 eV

Structure (ORCA input):
```
! RIJCOSX wB97M-V def2-TZVPD def2/J DEFGRID3
* xyz 4 2
Ti 0.328 -0.322 -0.002
C -5.029 -5.046 -0.033
C -3.992 -4.005 -0.327
C -3.384 -3.913 -1.574
C -2.431 -2.928 -1.904
C -1.941 -3.013 -3.257
N -1.554 -2.075 -4.061
C -1.635 -0.627 -3.868
C -2.369 0.024 -5.038
C -2.505 1.535 -4.873
N -3.324 1.842 -3.680
C -2.961 2.404 -2.588
C -1.657 3.045 -2.336
C -1.293 4.218 -2.934
C -0.124 4.924 -2.517
C 0.245 6.206 -3.156
C 0.607 4.417 -1.420
C 0.291 3.221 -0.828
C 0.855 2.831 0.461
N 0.759 1.686 1.018
C 0.864 1.770 2.496
C -0.546 1.556 3.019
C -1.086 0.144 2.937
N -1.106 -0.527 1.580
C -2.111 -1.345 1.488
C -2.535 -2.174 0.394
C -3.549 -3.112 0.640
C -1.968 -2.052 -0.885
O -1.000 -1.185 -1.073
C -0.823 2.443 -1.309
O -1.065 1.278 -0.910
H -5.572 -5.325 -0.934
H -5.750 -4.681 0.697
H -4.565 -5.945 0.375
H -3.674 -4.621 -2.344
H -1.922 -4.006 -3.699
H -1.226 -2.384 -4.972
H -0.615 -0.251 -3.772
H -2.142 -0.455 -2.923
H -3.354 -0.431 -5.173
H -1.829 -0.132 -5.976
H -3.021 1.972 -5.728
H -1.546 2.034 -4.750
H -4.290 1.518 -3.721
H -3.705 2.434 -1.794
H -1.905 4.671 -3.708
H -0.147 6.297 -4.167
H 1.323 6.363 -3.155
H -0.189 7.029 -2.568
H 1.433 5.009 -1.042
H 1.238 3.672 1.041
H 1.211 2.765 2.774
H 1.576 1.050 2.879
H -1.223 2.253 2.519
H -0.567 1.824 4.079
H -2.113 0.162 3.298
H -0.538 -0.504 3.617
H -2.747 -1.438 2.369
H -3.975 -3.158 1.637
C 2.749 1.636 -2.994
C 1.519 1.209 -2.551
N 1.641 0.387 -1.486
N 2.986 0.259 -1.274
C 3.657 1.007 -2.146
B 3.518 -0.915 -0.377
N 2.626 -2.147 -0.735
C 3.045 -3.388 -1.017
C 1.943 -4.228 -1.044
C 0.867 -3.404 -0.763
N 1.285 -2.139 -0.588
N 3.155 -0.603 1.111
C 3.931 -0.758 2.200
C 3.149 -1.153 3.266
C 1.864 -1.214 2.745
N 1.854 -0.834 1.463
N 4.945 -1.239 -0.638
C 5.863 -1.952 0.092
C 6.834 -2.396 -0.757
C 6.409 -1.969 -2.033
N 5.298 -1.275 -1.967
H 2.981 2.275 -3.827
H 0.547 1.434 -2.954
H 4.732 1.007 -2.150
H 4.091 -3.583 -1.191
H 1.933 -5.288 -1.229
H -0.169 -3.673 -0.656
H 4.993 -0.592 2.142
H 3.466 -1.380 4.269
H 0.961 -1.514 3.242
H 5.765 -2.114 1.151
H 7.712 -2.962 -0.499
H 6.892 -2.115 -2.986
*
```

Calculated atomic charges, method Mulliken, unit e: -1.574, -1.699, -0.414, -0.679, 1.088, -0.678, 0.076, 0.647, -1.133, -0.681, 0.082, -0.591, -0.058, -0.012, 0.208, -1.649, -0.373, 1.255, -1.059, 0.293, -0.722, -1.082, -1.098, 1.027, -0.059, 0.575, -0.900, -0.015, -0.230, 0.124, -0.702, 0.426, 0.415, 0.339, 0.560, 0.590, 0.376, 0.003, -0.105, 0.396, 0.512, 0.437, 0.364, 0.375, 0.484, 0.602, 0.461, 0.439, 0.367, 0.650, 0.517, 0.710, 0.136, 0.352, 0.534, 0.720, 0.436, 0.472, 0.618, -2.101, -0.679, 1.537, -0.015, -0.018, 0.390, 0.240, 0.064, -1.662, -0.731, 0.933, 0.091, -0.389, -1.558, -0.720, 0.912, 0.502, -0.302, -0.887, -0.278, -1.056, 0.578, 0.821, 0.755, 0.437, 0.499, 0.725, 1.064, 0.525, 0.566, 0.625, 0.485, 0.494



Formula: C36H40FMgN11
Source: the OMol25 dataset
Level of theory: ωB97M-V/def2-TZVPD

Calculated values
HOMO energy ... -7.4 eV
LUMO ... -0.02 eV
Gap between HOMO and LUMO ... 7.38 eV

Structure (ORCA input):
```
! RIJCOSX wB97M-V def2-TZVPD def2/J DEFGRID3
* xyz 0 1
Mg -0.669 0.379 -0.075
C 3.518 -2.360 -0.608
C 3.068 -3.509 0.043
C 2.132 -3.384 1.040
C 1.649 -2.105 1.375
N 2.066 -1.008 0.744
C 2.983 -1.149 -0.215
N 0.772 -2.044 2.445
C -0.023 -1.072 2.720
N -0.398 0.055 2.012
C -1.150 0.843 2.853
N -1.602 2.048 2.739
C -1.446 2.900 1.666
C -1.772 4.246 1.918
C -1.708 5.168 0.904
C -1.334 4.743 -0.370
C -1.026 3.414 -0.538
N -1.059 2.507 0.447
C -1.391 0.121 4.128
C -2.108 0.466 5.258
C -2.121 -0.449 6.304
C -1.424 -1.655 6.216
C -0.694 -1.981 5.079
C -0.704 -1.069 4.040
H 4.272 -2.401 -1.382
H 3.464 -4.484 -0.218
H 1.763 -4.234 1.596
H 3.305 -0.229 -0.695
H -2.080 4.507 2.920
H -1.961 6.205 1.089
H -1.293 5.422 -1.210
H -0.734 3.034 -1.510
H -2.635 1.409 5.312
H -2.678 -0.226 7.205
H -1.453 -2.343 7.051
H -0.137 -2.905 4.998
C -1.437 -3.021 0.260
N -0.501 -3.309 -0.806
C -0.500 -4.654 -1.340
C 0.434 -4.522 -2.525
N 0.315 -3.105 -2.883
C 1.411 -2.596 -3.694
C -0.108 -2.410 -1.756
N -0.117 -1.138 -1.563
C -0.141 -0.197 -2.671
C 1.040 0.754 -2.634
N 1.152 1.348 -1.303
C 2.131 2.163 -1.087
N 3.098 2.621 -1.994
C 2.844 2.900 -3.402
C 3.849 3.705 -1.359
C 3.695 3.397 0.109
N 2.414 2.721 0.135
C 2.035 2.168 1.417
H -1.110 -3.513 1.177
H -2.440 -3.368 -0.008
H -1.508 -1.953 0.442
H -1.513 -4.946 -1.645
H -0.142 -5.373 -0.600
H 0.170 -5.164 -3.365
H 1.466 -4.738 -2.223
H 1.977 -3.444 -4.077
H 2.088 -1.978 -3.100
H 1.064 -2.023 -4.552
H -1.061 0.396 -2.559
H -0.226 -0.662 -3.654
H 0.866 1.502 -3.412
H 1.957 0.209 -2.888
H 2.721 1.998 -3.990
H 3.719 3.420 -3.787
H 1.975 3.552 -3.546
H 3.395 4.673 -1.607
H 4.884 3.706 -1.700
H 3.684 4.287 0.738
H 4.488 2.728 0.469
H 1.746 2.977 2.090
H 2.873 1.614 1.854
H 1.213 1.476 1.321
F -6.900 -0.383 -1.322
C -5.572 -0.224 -1.075
C -5.173 0.605 -0.049
C -3.807 0.756 0.183
C -2.808 0.103 -0.560
C -3.305 -0.724 -1.578
C -4.659 -0.898 -1.856
H -5.917 1.115 0.549
H -3.529 1.416 1.000
H -2.611 -1.288 -2.201
H -5.007 -1.542 -2.655
*
```

Calculated atomic charges, method Mulliken, unit e: 2.824, -1.134, -0.607, -0.518, 0.049, 0.324, -0.033, -0.385, -0.640, 0.474, -0.031, -0.329, -0.259, -0.781, -0.525, -0.995, -0.456, 0.397, -0.287, -0.098, -0.690, -0.692, -0.135, 0.283, 0.459, 0.438, 0.531, 0.378, 0.535, 0.402, 0.490, 0.264, 0.538, 0.416, 0.404, 0.534, -1.070, 0.823, -0.623, -0.700, 0.110, -1.020, -1.090, 0.838, -2.036, -1.360, 0.772, -0.970, 0.151, -1.088, -0.754, -0.646, 0.334, -0.350, 0.359, 0.370, 0.095, 0.336, 0.359, 0.398, 0.324, 0.460, 0.122, 0.343, 0.199, 0.881, 0.587, 0.628, 0.324, 0.400, 0.328, 0.382, 0.415, 0.373, 0.329, 0.352, 0.317, -0.405, -0.366, 0.316, -0.991, -0.051, 0.053, 0.199, -1.027, 0.473, 0.176, 0.005, 0.472



Formula: C36H40O3P2PdS
Source: the OMol25 dataset
Level of theory: ωB97M-V/def2-TZVPD

Calculated values
HOMO energy (alpha / beta) ... -7.2 / -7.2 eV
LUMO (alpha / beta) ... -0.53 / -2.47 eV
Gap between HOMO and LUMO (alpha / beta) ... 6.65 / 4.70 eV

Structure (ORCA input):
```
! RIJCOSX wB97M-V def2-TZVPD def2/J DEFGRID3
* xyz 0 3
Pd 1.936 -1.263 -7.159
C -2.571 -0.118 0.457
C -2.712 -0.139 -0.877
C -3.057 1.022 -1.762
C -1.856 1.798 -2.358
C -0.778 2.195 -1.392
C -0.929 2.462 -0.095
C -2.209 2.451 0.691
C -2.551 1.085 1.342
C 2.265 -0.540 -5.198
H -2.491 -1.075 0.984
H -2.586 -1.085 -1.414
H -3.729 1.733 -1.262
H -3.608 0.606 -2.625
H -1.389 1.188 -3.150
H -2.251 2.691 -2.885
H 0.204 2.326 -1.854
H -0.056 2.759 0.504
H -3.065 2.816 0.116
H -2.084 3.169 1.520
H -1.825 0.897 2.158
H -3.528 1.197 1.851
H 1.453 -0.881 -4.533
H 2.221 0.562 -5.369
H 3.232 -0.864 -4.749
P 0.017 -1.952 -7.965
P 1.951 0.439 -8.564
C -0.664 -0.409 -8.670
C 0.218 0.503 -9.118
C -0.407 -3.170 -9.257
C -1.514 -2.875 -10.072
C -1.900 -3.757 -11.077
C -1.183 -4.943 -11.258
C -0.089 -5.251 -10.437
C 0.317 -4.362 -9.436
C -1.079 -2.198 -6.535
C -0.972 -1.336 -5.443
C -1.694 -1.581 -4.273
C -2.596 -2.645 -4.245
C -2.742 -3.476 -5.364
C -1.953 -3.297 -6.495
C 2.836 0.765 -10.129
C 2.597 -0.071 -11.233
C 2.926 0.383 -12.516
C 3.517 1.644 -12.695
C 3.792 2.452 -11.583
C 3.476 2.004 -10.302
C 2.180 1.976 -7.614
C 3.361 2.157 -6.888
C 3.555 3.327 -6.155
C 2.559 4.296 -6.128
C 1.377 4.117 -6.841
C 1.169 2.942 -7.557
H -1.751 -0.337 -8.774
H -0.012 1.279 -9.854
H -2.072 -1.953 -9.913
H -2.769 -3.502 -11.684
H -1.501 -5.630 -12.038
H 0.436 -6.195 -10.572
H 1.167 -4.591 -8.787
H -0.267 -0.507 -5.463
H -1.505 -0.972 -3.386
H -3.164 -2.824 -3.335
H -3.452 -4.295 -5.338
H -1.975 -3.998 -7.327
H 2.130 -1.046 -11.093
H 2.718 -0.244 -13.387
H 3.736 2.011 -13.706
H 4.243 3.438 -11.716
H 3.692 2.648 -9.452
H 4.074 1.337 -6.831
H 4.464 3.443 -5.579
H 2.710 5.211 -5.566
H 0.591 4.862 -6.827
H 0.206 2.730 -8.024
C 2.074 -2.182 0.036
S 1.066 -2.112 -1.446
O -0.220 -2.714 -1.069
O 0.963 -0.674 -1.763
O 1.844 -2.882 -2.428
H 1.615 -1.547 0.799
H 3.076 -1.825 -0.204
H 2.105 -3.216 0.394
*
```

Calculated atomic charges, method Mulliken, unit e: -1.249, -0.520, 0.208, -1.029, 0.220, -0.440, -0.358, -0.831, -0.635, -0.413, 0.396, 0.016, 0.510, 0.388, -0.216, 0.356, 0.262, 0.332, 0.343, 0.398, 0.346, 0.324, 0.026, 0.197, 0.405, 1.761, 1.315, -0.894, -1.318, 0.327, 0.008, -0.696, -0.407, -0.646, -0.465, 0.570, -0.106, -0.097, -0.877, -0.843, -0.821, 0.365, -0.413, -0.624, -0.457, -0.649, -0.201, 0.175, -0.167, -0.719, -0.524, -0.713, -0.071, 0.861, 0.769, 0.241, 0.390, 0.378, 0.384, 0.412, 0.619, -0.124, 0.452, 0.382, 0.322, 0.468, 0.378, 0.358, 0.389, 0.300, 0.433, 0.454, 0.408, 0.422, 0.395, -1.032, 1.301, -0.722, -0.593, -0.745, 0.264, 0.275, 0.311



Formula: C36H41BN3
Source: the OMol25 dataset
Level of theory: ωB97M-V/def2-TZVPD

Calculated values
HOMO energy ... -10.2 eV
LUMO ... -4.61 eV
Gap between HOMO and LUMO ... 5.63 eV

Structure (ORCA input):
```
! RIJCOSX wB97M-V def2-TZVPD def2/J DEFGRID3
* xyz 1 1
C 5.287 -0.812 12.372
N 5.116 -0.643 10.925
C 5.770 -1.620 10.125
C 5.790 -2.968 10.539
C 6.303 -3.953 9.695
C 6.890 -3.599 8.473
C 6.939 -2.254 8.089
C 6.410 -1.268 8.921
C 4.016 0.072 10.461
C 3.775 0.275 9.075
C 2.561 0.775 8.635
C 1.516 1.050 9.554
C 0.257 1.573 9.133
C -0.981 1.108 9.643
C -2.160 1.884 9.485
C -3.365 1.473 10.018
C -3.455 0.242 10.695
N -4.695 -0.208 11.213
C -4.871 -0.106 12.662
C -5.360 -1.251 10.544
C -5.607 -2.481 11.171
C -6.209 -3.513 10.447
C -6.669 -3.281 9.146
C -6.473 -2.033 8.540
C -5.771 -1.035 9.213
C -2.299 -0.549 10.856
C -1.089 -0.143 10.326
C 1.777 0.859 10.937
C 3.026 0.499 11.386
H 5.055 0.121 12.896
H 4.640 -1.614 12.760
H 6.335 -1.076 12.570
H 5.354 -3.248 11.504
H 6.239 -5.002 9.994
H 7.309 -4.370 7.828
H 7.381 -1.967 7.134
H 6.471 -0.216 8.640
H 4.532 0.033 8.335
H 2.346 0.910 7.578
H 0.265 2.508 8.559
H -2.082 2.829 8.941
H -4.261 2.088 9.920
H -5.939 -0.202 12.894
H -4.310 -0.886 13.199
H -4.512 0.880 12.982
H -5.286 -2.643 12.204
H -6.314 -4.500 10.908
H -7.172 -4.078 8.602
H -6.850 -1.838 7.536
H -5.562 -0.069 8.749
H -2.373 -1.503 11.386
H -0.217 -0.792 10.422
H 0.968 1.033 11.655
H 3.213 0.494 12.459
C -5.632 4.084 3.835
C -4.319 4.664 3.291
C -4.327 4.521 1.770
C -4.235 6.156 3.640
C -3.134 3.920 3.923
C -2.186 3.197 3.191
C -1.187 2.497 3.848
N -1.077 2.475 5.197
B 0.038 1.586 5.906
H -0.341 1.259 7.049
C -1.943 3.234 5.917
C -2.975 3.938 5.319
H -5.674 4.146 4.927
H -6.496 4.624 3.421
H -5.717 3.028 3.553
H -3.414 4.941 1.335
H -4.405 3.469 1.478
H -5.186 5.058 1.346
H -3.319 6.585 3.217
H -5.096 6.699 3.224
H -4.213 6.313 4.723
H -2.195 3.139 2.106
H -0.445 1.912 3.304
H 0.227 0.587 5.234
H 1.065 2.230 5.986
H -1.797 3.256 7.001
H -3.659 4.489 5.974
*
```

Calculated atomic charges, method Mulliken, unit e: -1.395, 0.078, 0.261, -0.262, -0.630, -0.467, -0.590, -0.254, 1.869, -0.491, -1.030, -0.080, -0.628, 1.273, -0.636, -0.345, -0.444, 0.305, -1.021, 0.367, -0.089, -0.658, -0.428, -0.578, -0.333, -0.320, -0.944, -0.861, -0.615, 0.439, 0.465, 0.354, 0.274, 0.363, 0.376, 0.384, 0.513, 0.210, 0.429, 0.629, 0.441, 0.514, 0.345, 0.382, 0.307, 0.294, 0.357, 0.370, 0.363, 0.385, 0.446, 0.566, 0.493, 0.253, -1.493, 1.966, -2.055, -1.517, 0.655, -0.497, -0.630, -0.202, 0.077, -0.161, -0.223, -0.607, 0.310, 0.427, 0.389, 0.423, 0.432, 0.404, 0.383, 0.434, 0.309, 0.493, 0.453, -0.144, -0.087, 0.042, 0.409